{"formula": "C38H105N15O14", "method": "ωB97M-V/def2-TZVPD", "lumo_ev": 0.541, "smiles": "COC[C@H](C)N.COC[C@H](C)N.COC[C@H](C)N.COC[C@H](C)N.COCCNCCOC.COCCNCCOC.COCCNCCOC.NC(N)=O.NC(N)=O.NC(N)=O.NC(N)=O", "energy_ev": -92122.37874, "homo_energy_ev": -8.302, "orbital_gap_ev": 8.8, "total_charge": 0, "symbols": ["C", "O", "C", "C", "C", "N", "H", "H", "H", "H", "H", "H", "H", "H", "H", "H", "H", "C", "O", "C", "C", "C", "N", "H", "H", "H", "H", "H", "H", "H", "H", "H", "H", "H", "C", "O", "C", "C", "C", "N", "H", "H", "H", "H", "H", "H", "H", "H", "H", "H", "H", "C", "O", "C", "C", "C", "N", "H", "H", "H", "H", "H", "H", "H", "H", "H", "H", "H", "C", "O", "C", "C", "N", "C", "C", "O", "C", "H", "H", "H", "H", "H", "H", "H", "H", "H", "H", "H", "H", "H", "H", "H", "C", "O", "C", "C", "N", "C", "C", "O", "C", "H", "H", "H", "H", "H", "H", "H", "H", "H", "H", "H", "H", "H", "H", "H", "C", "O", "C", "C", "N", "C", "C", "O", "C", "H", "H", "H", "H", "H", "H", "H", "H", "H", "H", "H", "H", "H", "H", "H", "N", "C", "N", "O", "H", "H", "H", "H", "N", "C", "N", "O", "H", "H", "H", "H", "N", "C", "N", "O", "H", "H", "H", "H", "N", "C", "N", "O", "H", "H", "H", "H"], "xyz": [[-1.07003, -2.88039, 7.50961], [-0.19100, -2.72902, 6.41608], [-0.43431, -3.51860, 5.26276], [-1.63886, -2.99429, 4.44703], [-2.20891, -4.10180, 3.59928], [-1.17226, -1.95802, 3.51981], [-0.89659, -2.17259, 8.32270], [-1.12627, -3.84624, 8.01537], [-2.03785, -2.55940, 7.11101], [0.41164, -3.44878, 4.58029], [-0.62256, -4.56461, 5.52879], [-2.36797, -2.54124, 5.12178], [-2.84243, -3.71605, 2.79837], [-2.73366, -4.89770, 4.12856], [-1.45272, -4.58529, 2.96689], [-0.79745, -1.16729, 4.03023], [-0.38427, -2.38376, 3.03981], [-5.52423, -6.30721, -5.15180], [-5.44575, -4.95948, -4.75845], [-4.76352, -4.75015, -3.53772], [-5.12887, -3.38512, -2.96070], [-4.34856, -2.93481, -1.73500], [-6.58287, -3.37501, -2.58602], [-5.27313, -7.10816, -4.44989], [-4.78864, -6.42213, -5.96002], [-6.52869, -6.50963, -5.52791], [-5.16063, -5.46777, -2.80824], [-3.67176, -4.85646, -3.52952], [-5.06675, -2.62528, -3.74594], [-3.29908, -2.66429, -1.88202], [-4.32437, -3.71351, -0.96712], [-4.79121, -2.02228, -1.34208], [-6.95682, -3.70053, -3.48271], [-6.74776, -4.18661, -1.98986], [2.61480, -5.20991, -3.49479], [1.97528, -4.31731, -2.60049], [0.82167, -4.83679, -1.97751], [0.40496, -3.93994, -0.83549], [-0.89967, -4.36020, -0.14813], [0.24409, -2.57685, -1.38802], [2.81785, -6.14726, -2.97508], [3.52474, -4.73281, -3.85585], [1.98228, -5.32108, -4.38304], [0.01769, -4.85782, -2.72885], [0.96259, -5.89028, -1.69760], [1.13034, -3.80125, -0.02560], [-1.24684, -3.48501, 0.40078], [-0.69463, -5.16591, 0.55839], [-1.61281, -4.74391, -0.87939], [-0.73286, -2.51560, -1.65675], [0.93583, -2.42666, -2.11161], [-3.42378, 7.62673, 5.54736], [-3.73150, 6.57448, 4.67904], [-4.83881, 6.75027, 3.81661], [-4.55048, 5.92322, 2.55185], [-5.44682, 6.25952, 1.38953], [-4.59367, 4.50337, 2.88063], [-3.21486, 8.59121, 5.06426], [-2.49768, 7.42671, 6.08494], [-4.25301, 7.81434, 6.23701], [-5.69789, 6.43254, 4.42398], [-5.09547, 7.77877, 3.53558], [-3.50528, 6.23559, 2.39066], [-5.55580, 7.33175, 1.20037], [-6.45361, 5.96507, 1.69866], [-5.11411, 5.85572, 0.43607], [-4.14405, 3.90613, 2.18548], [-3.94685, 4.40620, 3.66357], [3.11692, 9.29217, 2.13299], [2.04689, 8.38397, 2.15966], [1.31533, 8.40526, 3.36407], [0.16206, 7.43088, 3.29753], [0.61427, 6.06930, 3.51942], [-0.46125, 5.08651, 3.45113], [-0.69440, 4.68652, 2.01558], [0.45744, 4.05386, 1.47643], [0.45621, 2.62879, 1.53348], [3.77783, 9.18289, 2.99272], [2.80360, 10.32050, 1.91501], [3.69820, 9.12201, 1.22145], [0.92943, 9.40844, 3.59009], [1.95766, 8.16038, 4.21951], [-0.38402, 7.61209, 2.36276], [-0.47326, 7.67234, 4.15442], [1.45134, 5.81833, 3.01561], [-1.33862, 5.53030, 3.92336], [-0.19344, 4.18652, 4.01630], [-0.89523, 5.57896, 1.41985], [-1.51274, 3.96437, 1.89229], [1.45650, 2.29293, 1.81154], [0.22612, 2.29846, 0.52046], [-0.23218, 2.32810, 2.31719], [5.36919, -2.26790, -9.74625], [4.39156, -1.56146, -8.99759], [4.90204, -1.01887, -7.79942], [3.76058, -0.46274, -6.98307], [3.14441, -1.58040, -6.27043], [2.14808, -1.22673, -5.26163], [2.72107, -0.44622, -4.09077], [1.75034, -0.35719, -3.07714], [2.08481, 0.48705, -1.99490], [6.24992, -1.65626, -9.95610], [4.89361, -2.46310, -10.70876], [5.55462, -3.21916, -9.24320], [5.58441, -0.18935, -8.04861], [5.53718, -1.66413, -7.18306], [3.03181, 0.03577, -7.63041], [4.21422, 0.21920, -6.26316], [2.72751, -2.26226, -6.88784], [1.82508, -2.18484, -4.83961], [1.23516, -0.75483, -5.64261], [2.91138, 0.58497, -4.41783], [3.68684, -0.85520, -3.78117], [1.32259, 1.25877, -1.86856], [2.96531, 1.06691, -2.29627], [2.28932, -0.08369, -1.09047], [10.11779, -1.80744, -2.64764], [8.76416, -1.52057, -2.92146], [8.10609, -2.43857, -3.76671], [6.64612, -2.05674, -3.94821], [5.72687, -2.50974, -2.94406], [5.78630, -1.86106, -1.65184], [4.70798, -2.39233, -0.66616], [4.67046, -1.43916, 0.38296], [3.60403, -1.49955, 1.30589], [10.30391, -2.08186, -1.60586], [10.66440, -0.87658, -2.82289], [10.47644, -2.59101, -3.31973], [8.19942, -3.49362, -3.49028], [8.56521, -2.31214, -4.75956], [6.37506, -2.65533, -4.82953], [6.52080, -1.02214, -4.30155], [4.81418, -2.61253, -3.36146], [5.63134, -0.77497, -1.61333], [6.75263, -2.06253, -1.19231], [5.04986, -3.37183, -0.30766], [3.67415, -2.56272, -0.99146], [2.74454, -0.97565, 0.88380], [3.99251, -1.01292, 2.20258], [3.38712, -2.50676, 1.68032], [-0.40337, -0.68095, 0.59344], [-1.64124, -0.19345, 0.42384], [-1.95088, 0.70648, 1.38353], [-2.41104, -0.47788, -0.51944], [0.17680, -0.37364, 1.35565], [0.06880, -1.21307, -0.14556], [-1.37810, 0.74084, 2.20428], [-2.79619, 1.27838, 1.39743], [-4.86991, 0.98399, -0.67190], [-4.99035, 1.97378, 0.25232], [-5.58695, 3.10737, -0.24760], [-4.45940, 1.90744, 1.36321], [-5.14577, 1.23518, -1.60402], [-4.06649, 0.34538, -0.61729], [-5.45368, 3.93885, 0.29557], [-5.87007, 3.19223, -1.20249], [-4.47843, -1.43076, 2.75189], [-5.77812, -1.28522, 3.14571], [-6.54221, -0.59058, 2.27301], [-6.18039, -1.89188, 4.14517], [-3.89077, -2.08154, 3.23141], [-4.03824, -0.80620, 2.09622], [-6.07931, -0.09020, 1.53718], [-7.42402, -0.29258, 2.65525], [0.95075, -0.17759, 5.93529], [1.27954, 0.49529, 4.81654], [1.92568, 1.68423, 5.04485], [1.00033, 0.18532, 3.65018], [0.91483, 0.32382, 6.80243], [0.55046, -1.12290, 5.92979], [2.34744, 1.86571, 5.93614], [2.13973, 2.27022, 4.26020]], "atomic_forces_ev_per_a": [[-1.40, 0.78, -0.36], [1.48, -0.10, 0.44], [-1.60, -0.31, 0.19], [0.84, 0.16, -0.24], [-0.34, -0.60, -0.95], [-0.34, -0.09, 0.22], [0.77, 0.23, -0.39], [0.22, -0.38, -0.65], [-0.43, -0.57, 0.52], [0.37, -0.09, 0.43], [0.26, -0.02, 0.24], [-0.19, -0.20, -0.12], [-0.41, 0.18, 0.38], [-0.01, 0.16, 0.16], [0.45, -0.02, 0.49], [0.12, 0.09, -0.12], [0.02, 0.43, -0.34], [0.49, -0.32, -1.34], [0.30, 0.12, 0.87], [-0.21, 0.32, 1.22], [-0.87, 0.52, 0.42], [0.70, -0.15, -0.05], [0.54, -0.57, -1.24], [-0.06, 0.58, 0.67], [-0.31, -0.29, -0.15], [0.07, 0.07, -0.08], [0.24, -0.22, 0.07], [0.06, -0.18, -0.74], [0.28, -0.07, -0.03], [-0.03, -0.15, -0.46], [-0.31, 0.07, 0.12], [-0.26, -0.19, 0.17], [-0.71, 0.29, 0.30], [0.06, 0.19, 0.28], [-0.57, 0.67, -0.08], [0.59, 0.26, 0.40], [-0.04, -0.76, -0.30], [-0.18, 1.07, 0.16], [0.84, -0.26, -0.27], [-0.21, -0.70, 0.70], [0.11, -0.19, -0.33], [0.16, -0.07, 0.32], [-0.05, -0.54, 0.05], [-0.23, 0.11, 0.13], [0.24, 0.07, 0.29], [0.49, -0.69, -0.33], [-0.41, -0.12, -0.04], [-0.08, -0.01, 0.04], [-0.27, 0.31, 0.08], [0.27, 0.60, -0.73], [-0.48, 0.29, -0.41], [-0.20, 0.78, 0.19], [0.97, 0.25, -0.38], [-0.96, -0.39, 0.34], [0.96, 0.50, 0.65], [-0.69, 0.74, 0.40], [0.50, -0.08, 0.39], [-0.24, -0.14, -0.51], [-0.20, -0.53, 0.14], [0.10, -0.10, 0.25], [-0.30, -0.38, -0.56], [0.76, 0.23, 0.06], [-0.07, 0.07, -0.61], [0.41, 0.08, 0.21], [-0.04, -0.47, -0.56], [-0.12, -0.37, 0.07], [-0.41, 0.19, -0.20], [-0.37, -0.17, 0.24], [0.26, 0.16, -1.21], [-0.01, -0.11, -0.06], [-0.04, 0.34, 0.32], [0.66, -0.03, 0.48], [-0.24, 0.13, 0.72], [0.78, 0.00, -0.16], [-0.37, -0.79, -0.46], [0.61, 0.58, 0.09], [0.40, 1.20, 0.00], [-0.07, 0.26, 0.17], [-0.33, 0.16, 0.92], [0.08, -0.66, 0.19], [-0.05, 0.12, -0.33], [0.11, -0.21, -0.06], [-0.11, -0.10, -0.02], [-0.31, 0.10, -0.20], [-0.21, -0.07, -0.39], [-0.19, -0.09, -0.10], [0.03, 0.08, 0.10], [-0.03, -0.08, -0.14], [-0.35, 0.36, 0.15], [0.00, -0.03, -0.07], [-0.33, -0.61, 0.28], [-0.06, -0.41, -0.23], [-1.08, 0.12, -0.24], [0.30, -0.31, 0.31], [0.48, 1.46, -0.46], [0.03, -1.20, 0.07], [-0.14, 0.37, 0.91], [-0.03, -1.06, 0.46], [-0.14, 1.18, -0.73], [-0.43, -0.84, 0.14], [0.63, 0.72, -0.88], [0.22, -0.15, 0.36], [0.09, -0.17, 0.02], [0.58, 0.04, -0.11], [-0.09, 0.08, -0.20], [-0.41, -0.65, -0.15], [0.21, 0.39, -0.03], [-0.33, 0.13, 0.05], [0.19, 0.16, -0.33], [-0.16, 0.02, 0.03], [0.12, 0.34, -0.08], [0.27, 0.04, -0.09], [-0.07, -0.26, 0.28], [-0.35, -0.41, 0.30], [0.25, -0.13, 0.43], [-0.09, 0.08, 0.05], [0.06, 0.43, -0.34], [-0.36, -0.22, 0.84], [0.03, 0.96, -0.69], [0.00, -1.06, -1.21], [0.28, -0.12, 0.44], [-1.47, -0.16, 0.62], [0.32, -0.20, 0.40], [0.53, -0.09, 0.12], [0.87, -0.07, 0.26], [-0.29, -0.24, -0.02], [0.21, -0.18, -0.10], [0.23, 0.03, 0.10], [0.01, 0.09, 0.41], [0.01, -0.30, -0.07], [-0.06, 0.14, -0.08], [0.26, 0.22, 0.50], [-0.23, 0.24, 0.42], [0.17, 0.15, -0.58], [0.08, 0.07, -0.08], [-0.05, -0.03, 0.24], [0.17, 0.24, -0.88], [-0.30, -0.22, 0.33], [-0.36, 0.47, -0.12], [-0.28, -0.18, -0.57], [1.10, -0.74, -0.48], [-0.43, 0.65, -0.10], [-0.79, 0.48, 0.51], [0.59, -0.02, 0.43], [-0.19, 0.20, 0.16], [-0.52, -0.23, 0.06], [0.09, -0.10, 0.06], [0.01, -0.63, -0.20], [-0.41, -0.38, 0.03], [1.38, 0.37, -1.39], [-0.06, -0.16, 1.14], [-0.79, 0.23, -0.08], [-0.01, -0.21, -0.13], [0.04, 0.03, 0.27], [-0.35, 0.10, 0.08], [0.04, -0.03, -0.10], [0.21, 0.41, -0.43], [0.90, -1.83, 0.74], [-0.58, 0.11, 0.45], [-0.31, 0.84, -0.63], [0.00, 0.13, 0.26], [0.04, -0.02, 0.01], [-0.23, 0.28, -0.04], [0.03, 0.22, -0.34], [-0.20, -0.79, 0.17], [-0.06, 1.12, -1.25], [-0.11, -0.18, 0.36], [0.02, -0.54, 0.72], [0.10, -0.03, 0.09], [0.12, 0.51, -0.05], [0.10, 0.17, -0.07], [0.06, -0.04, -0.04]], "lowdin_charge": [-0.0848, -0.2336, -0.1699, -0.4251, -0.0679, 0.0569, 0.0894, 0.0929, 0.0845, 0.1283, 0.1251, 0.1311, 0.0644, 0.0874, 0.0721, 0.0419, 0.0655, -0.1174, -0.1812, -0.2227, -0.4194, -0.0689, 0.0286, 0.0857, 0.0867, 0.0863, 0.1203, 0.1247, 0.1382, 0.0541, 0.0811, 0.0632, 0.0594, 0.0660, -0.0891, -0.2217, -0.2132, -0.4024, -0.0466, 0.0495, 0.0893, 0.0781, 0.0901, 0.1315, 0.1278, 0.1324, 0.0698, 0.0745, 0.0739, 0.0773, 0.0601, -0.1249, -0.2106, -0.1988, -0.4467, -0.0681, 0.0649, 0.0864, 0.0841, 0.0876, 0.1330, 0.1236, 0.1289, 0.0784, 0.0934, 0.0641, 0.0354, 0.0733, -0.1247, -0.1794, -0.2457, -0.2153, -0.0557, -0.1935, -0.2227, -0.1986, -0.1000, 0.0884, 0.0868, 0.0849, 0.1214, 0.1237, 0.1211, 0.1116, 0.1094, 0.1030, 0.1116, 0.1170, 0.1098, 0.0795, 0.0851, 0.0558, -0.1028, -0.1901, -0.2566, -0.1980, -0.0631, -0.1991, -0.2361, -0.1980, -0.0823, 0.0875, 0.0859, 0.0895, 0.1213, 0.1139, 0.1270, 0.1143, 0.1104, 0.1112, 0.1230, 0.1171, 0.1094, 0.0879, 0.0877, 0.0645, -0.1072, -0.1987, -0.2344, -0.2315, -0.0608, -0.1823, -0.2024, -0.2132, -0.1031, 0.0834, 0.0852, 0.0832, 0.1292, 0.1199, 0.1117, 0.1220, 0.0822, 0.1179, 0.1171, 0.1199, 0.1074, 0.0639, 0.0875, 0.0878, 0.1755, -0.6428, 0.1670, -0.0328, 0.0664, 0.0486, 0.0691, 0.0583, 0.1711, -0.6279, 0.1744, -0.0212, 0.0967, 0.0603, 0.0490, 0.0969, 0.1745, -0.6765, 0.1690, -0.0104, 0.0476, 0.0686, 0.0625, 0.1077, 0.1785, -0.6468, 0.1568, -0.0168, 0.1028, 0.0752, 0.0942, 0.0935]}